ORCA calculation (ωB97M-V/def2-TZVPD) on a structure of composition C59H47Cl2I2LaNO4PS in a non-equilibrium geometry.

The value obtained for the HOMO energy (spin up / spin down) is -1.42 / -1.42 eV. Its relative energy (zero: lowest compared OMol25 entry of this formula, charge and spin) is 0.0 kcal/mol. The frontier orbital gap (spin up / spin down) is 3.6 / 2.7 eV. For the calculated total energy, the calculation gives -133858.5370 eV.

```
! RIJCOSX wB97M-V def2-TZVPD def2/J DEFGRID3
* xyz -2 1
C 3.678 -0.584 -0.496
O -1.458 -1.973 1.909
H -2.552 -0.920 -2.537
C -4.109 5.391 -0.697
H 6.189 -3.217 0.689
C -4.510 6.625 -1.249
C 3.481 -3.287 2.868
C 4.541 0.826 -2.253
C 2.210 0.769 -1.746
C 0.476 4.785 4.351
C 3.404 -2.953 0.251
C -0.453 -0.013 4.830
S 0.634 1.063 4.279
H 4.958 -5.290 -3.471
C 5.243 -4.934 -2.549
H -0.504 1.049 6.769
C -2.887 -4.060 -2.546
C 0.251 -0.261 -5.337
C 1.413 -1.727 -3.866
C -5.078 4.000 2.126
C 3.193 -3.774 1.551
C 0.840 -0.898 -6.432
C -2.254 6.617 0.335
C -1.413 0.724 -3.162
C 4.539 -3.633 -0.575
C -2.570 -0.033 -3.094
H -5.257 0.218 2.092
C 2.673 -5.262 3.856
H 1.853 -6.749 2.478
C -3.634 0.328 -3.840
H 1.935 -2.614 -7.046
H -4.615 1.847 -5.052
C 1.909 -2.491 -4.942
C -2.059 -1.882 4.740
C -1.107 -1.038 4.075
Cl -4.524 -3.649 -2.091
C 5.871 -3.686 -0.212
C 0.635 -0.573 -4.010
H 7.945 -4.111 -0.712
C 6.865 -4.261 -0.986
C -3.715 1.522 -4.511
C -3.941 1.862 1.894
H 2.506 -5.887 4.746
H 2.634 -3.380 -4.821
C 4.812 -0.085 -1.173
H -1.311 4.846 5.604
H -7.036 1.554 3.173
O 2.291 -2.931 -0.590
C 0.097 4.257 2.015
C 2.708 -5.074 1.449
H -1.316 6.536 0.966
H 4.850 -1.448 1.021
C 1.572 -2.044 -6.204
C -5.101 1.261 2.231
H 0.601 -0.584 -7.514
O 0.577 -1.361 2.323
C -2.617 7.780 -0.274
H -2.840 3.442 -4.606
C -6.187 2.042 2.717
H 2.014 4.534 3.033
H 3.153 -1.267 1.445
C 0.941 4.472 3.072
H 3.925 -2.310 3.018
H -2.766 4.146 3.850
C -1.492 1.991 -3.726
C -2.192 -1.858 6.115
H -1.842 -0.817 7.952
H 0.840 2.013 -2.853
C -0.875 0.135 6.256
C -0.892 4.744 4.587
O -0.345 -0.938 -1.789
H -2.793 -5.142 -2.600
H 3.217 -4.143 -2.120
C -1.302 4.291 2.243
C -3.957 3.198 1.744
I -1.367 -9.444 -2.463
P -2.468 3.795 0.923
H -4.434 -0.382 -3.938
H 5.305 1.094 -3.016
C -6.207 3.444 2.656
C 6.560 -4.995 -2.196
H -1.999 8.646 -0.279
C -3.771 7.768 -1.118
H -5.327 6.588 -1.985
H -0.611 2.610 -3.750
C -3.016 5.423 0.218
C -2.670 2.413 -4.365
H -4.591 4.425 -0.939
C -0.657 -1.442 2.731
H 3.553 -3.758 4.996
C 3.266 1.275 -2.482
N 2.428 -0.179 -0.779
H -7.070 4.025 3.002
C -1.581 -0.820 6.889
C 2.346 -5.767 2.619
Cl -2.469 -3.556 -4.242
H 1.696 -1.971 -2.849
La 0.271 -2.219 -0.054
H -2.767 -2.706 6.525
H -5.129 5.077 1.805
C -1.757 4.365 3.578
C 3.813 -1.527 0.602
H -0.246 0.639 -5.502
C 3.279 -4.054 3.998
I -1.172 -5.090 0.235
C -0.072 0.062 -2.800
H 2.447 -5.496 0.474
H 7.258 -5.498 -2.859
H 1.181 4.970 5.146
H 5.846 -0.328 -0.900
H 0.494 4.056 1.027
C 4.280 -4.230 -1.801
H 3.144 1.894 -3.341
H -4.119 8.684 -1.668
H 0.316 1.443 -1.183
C 0.804 1.156 -2.154
H -2.613 -2.563 4.151
H -2.144 -3.548 -1.886
*
```

Results of the Löwdin charge analysis, in e, for atoms 1 through 2: -0.27, -0.19

---

ORCA calculation (ωB97M-V/def2-TZVPD) on a structure of composition C59H47N4ReS2Sb2.

The value obtained for the HOMO energy (spin up / spin down) is -14.37 / -14.38 eV. Its relative energy (zero: lowest compared OMol25 entry of this formula, charge and spin) is 77.0 kcal/mol. As for the expectation value of S²: 0.784. The frontier orbital gap (spin up / spin down) is 5.2 / 5.2 eV. For the calculated total energy, the calculation gives -104751.4458 eV.

```
! RIJCOSX wB97M-V def2-TZVPD def2/J DEFGRID3
* xyz 3 2
C 2.728 -4.213 -2.955
C -1.225 2.677 3.652
C -0.513 2.390 -3.356
H -0.252 1.464 5.132
C -0.160 4.569 0.946
H 2.217 -3.010 1.194
H 6.816 -4.444 -1.654
C 2.173 -3.001 -2.549
H -3.162 4.262 6.560
C -1.315 -2.878 1.489
C -1.860 -4.684 -1.703
Sb 0.661 -2.805 -1.084
S 7.514 -1.334 -0.004
C -0.394 7.094 0.769
H 0.646 7.334 0.937
H 0.189 -7.867 -0.946
H 1.183 -4.424 0.990
C -2.454 -5.937 -1.792
H 0.957 4.006 -3.447
H -4.492 0.046 -0.929
H 6.219 0.843 1.017
C 4.132 -3.043 -4.524
N -0.432 2.049 2.724
H 5.460 3.093 1.926
H -4.948 -2.230 0.640
H -5.474 0.425 -3.120
C 5.188 0.620 0.771
N 2.503 0.067 0.133
H -2.378 4.030 2.380
C 3.487 -0.764 -0.171
C -3.613 0.346 2.406
H 4.895 -3.063 -5.291
H -0.786 2.510 -4.396
H -3.589 5.018 4.252
C 1.872 2.180 1.047
C -4.678 0.606 3.257
Re 0.327 -0.120 -0.258
S -2.582 5.835 0.378
H -2.558 -2.159 -4.893
C 2.862 1.241 0.775
H 8.924 -3.140 -0.796
H -1.959 3.384 0.375
C 0.759 3.339 -1.475
H -6.665 0.038 3.828
C -4.860 -1.434 1.370
H -3.498 -6.008 -2.069
H 2.404 -5.153 -2.532
C 7.895 -2.825 -0.730
C -2.615 3.808 5.743
C 3.445 3.755 1.838
C -4.052 -0.452 -1.781
C -3.704 -0.661 1.453
H 0.313 -3.148 2.862
C 4.853 -0.555 0.130
C -5.834 -0.156 3.164
H -4.604 1.394 3.995
H -2.471 -3.820 -1.915
N 0.568 1.754 0.663
C -2.174 3.684 3.383
H 3.687 4.737 2.224
N -0.454 2.278 1.519
H 4.131 -5.172 -4.254
H -1.633 0.607 -3.073
C 0.169 -2.714 1.869
H -6.821 -1.773 2.158
H -1.184 9.135 0.508
C -5.922 -1.175 2.225
C 2.588 -1.815 -3.156
C 5.829 -1.562 -0.276
C 0.204 -5.731 -1.066
C -1.379 8.073 0.527
H 1.237 -5.686 -0.741
C 5.596 -2.759 -0.909
H -1.549 -3.851 1.061
H 4.620 -3.124 -1.200
H -2.708 0.931 2.498
C 3.569 -1.836 -4.137
C 0.465 3.309 -2.781
C 1.213 -3.338 0.926
C 4.192 1.563 1.085
C -2.983 -1.672 -4.025
C -0.886 3.289 0.510
H -4.535 -0.682 -5.129
C -2.411 -1.881 -2.778
H 3.216 -1.655 -0.716
C -4.089 -0.844 -4.157
C 2.098 3.466 1.485
C -0.520 -4.571 -1.351
H 1.479 5.489 1.813
C -1.724 -7.086 -1.533
H -2.191 -8.058 -1.610
C -2.861 4.241 4.435
H 1.449 4.065 -1.073
H -1.932 -2.760 2.381
H -1.544 -2.527 -2.738
H 3.884 -0.913 -4.606
C -0.055 2.490 -0.562
H -3.533 8.047 0.079
C -0.889 5.810 0.737
Sb -2.023 -1.197 0.303
C -0.989 2.238 4.967
C -2.951 -1.296 -1.633
C -2.611 7.533 0.300
C -1.686 2.810 6.011
C 6.783 -3.482 -1.167
H 2.143 -0.865 -2.870
C -4.614 -0.227 -3.033
H -1.508 2.487 7.027
C 4.443 2.837 1.661
C 3.706 -4.228 -3.939
C -0.996 1.363 -2.636
C -0.500 1.232 -1.280
H 0.390 -1.640 2.009
C 1.091 4.539 1.466
C -0.391 -6.980 -1.165
*
```

Results of the Löwdin charge analysis, in e, for atoms 1 through 2: -0.11, -0.24